No. 1
10
Properties=species:S:1:pos:R:3 method="wB97M-V/def2-TZVPD" charge=0 homo_energy_ev=-9.46 gap_ev=9.9 relative_energy_kcal_mol=46.33 smiles=O[SiH](O)[SiH3]
O 1.3671 -0.7854 -1.1348
Si 0.2277 0.3653 -0.7870
O 1.1729 1.4527 -0.0104
Si -1.1689 -0.8449 0.8011
H 2.2966 -0.4843 -0.8727
H -0.3587 1.0475 -2.2880
H 0.8958 2.1945 0.4325
H -2.2472 0.0315 0.7182
H -1.0962 -2.3381 0.8382
H -1.0892 -0.6389 2.3029


No. 2
9
Properties=species:S:1:pos:R:3 method="wB97M-V/def2-TZVPD" charge=-1 homo_energy_ev="0.81 / -6.70" gap_ev="3.5 / 10.9" multiplicity=2 relative_energy_kcal_mol=3.91 s_squared=0.75
O 2.2239 -0.7552 -1.1123
H 1.9056 -0.2218 -1.8406
H 1.7214 -1.5677 -1.1724
O -0.0343 0.0068 0.4015
H 0.6709 0.5663 0.0759
H 0.3292 -0.8782 0.3736
O -2.6428 0.8941 0.9815
H -1.8485 0.6090 0.5299
H -2.3253 1.3466 1.7629


No. 3
9
Properties=species:S:1:pos:R:3 method="wB97M-V/def2-TZVPD" charge=0 homo_energy_ev=-10.96 gap_ev=11.5 relative_energy_kcal_mol=13.04 smiles=O.O.O
O 2.0206 -0.7751 0.7999
H 2.4976 -0.0141 0.3869
H 2.1246 -1.5301 0.2189
O -1.0184 -0.8221 -0.2511
H -0.5494 -1.2441 0.4889
H -1.1384 -1.5271 -0.8561
O -1.1944 2.1639 -0.6121
H -1.0954 1.2859 -0.3561
H -1.6464 2.4629 0.1809